Density functional theory data (ωB97M-V with the def2-TZVPD basis set) for a single C4H4SSe molecule at a distorted geometry.

Computed properties:
HOMO in eV: -8.40
E in hartree: -2954.39218
Gap between HOMO and LUMO in eV: 9.1
SMILES string: [SeH]c1ccsc1

Positions of all 10 atoms, in Å:
Se  2.482  0.091  0.055
C  0.555  0.188  -0.006
C  -0.136  -1.083  0.101
C  -1.487  -0.935  -0.022
S  -1.968  0.702  0.074
C  -0.303  1.247  0.084
H  2.801  1.321  -0.524
H  0.522  -2.010  0.192
H  -2.238  -1.777  0.091
H  -0.228  2.258  -0.046

From a Löwdin analysis of the wavefunction, the atomic charges in e read: Se 0.85; C -0.71; C -0.25; C -0.46; S 0.96; C -0.41; H -0.21; H 0.12; H 0.09; H 0.03

=====

Density functional theory data (ωB97M-V with the def2-TZVPD basis set) for 6 unconnected molecules or ions with the total composition C24H72N9O6P3S3 at a distorted geometry.

Computed properties:
HOMO in eV: -8.24
E in hartree: -4120.51506
Gap between HOMO and LUMO in eV: 8.5

Positions of all 117 atoms, in Å:
O  11.746  -0.513  -11.469
P  12.157  -1.863  -11.852
N  13.306  -2.527  -10.841
C  12.962  -2.708  -9.444
C  14.557  -3.124  -11.323
N  12.863  -1.913  -13.339
C  12.651  -2.945  -14.345
C  13.996  -1.003  -13.569
N  10.952  -3.010  -11.705
C  9.583  -2.459  -11.758
C  11.049  -4.377  -12.159
H  12.411  -3.643  -9.255
H  12.271  -1.930  -9.121
H  13.888  -2.720  -8.871
H  14.350  -3.785  -12.160
H  14.988  -3.668  -10.482
H  15.317  -2.372  -11.550
H  11.588  -3.043  -14.568
H  13.166  -2.710  -15.274
H  13.004  -3.904  -13.964
H  13.794  -0.441  -14.482
H  14.174  -0.369  -12.707
H  14.881  -1.622  -13.752
H  9.407  -1.788  -10.917
H  9.388  -1.842  -12.644
H  8.891  -3.297  -11.724
H  12.075  -4.730  -12.083
H  10.553  -4.548  -13.117
H  10.521  -5.036  -11.453
O  3.027  6.941  -6.335
P  3.137  5.906  -7.369
N  3.400  6.451  -8.926
C  2.235  7.010  -9.614
C  4.618  7.199  -9.161
N  1.800  4.956  -7.525
C  0.956  4.725  -6.362
C  1.600  4.058  -8.636
N  4.499  4.995  -7.111
C  5.393  5.335  -6.019
C  4.741  3.710  -7.764
H  2.131  6.597  -10.629
H  2.415  8.070  -9.824
H  1.321  6.818  -9.067
H  4.652  7.550  -10.196
H  5.538  6.680  -8.910
H  4.560  8.148  -8.601
H  -0.101  4.749  -6.622
H  1.217  3.774  -5.879
H  1.207  5.483  -5.621
H  0.570  3.703  -8.658
H  1.799  4.542  -9.591
H  2.265  3.194  -8.581
H  4.843  5.682  -5.145
H  6.094  4.533  -5.803
H  6.056  6.184  -6.262
H  4.648  3.781  -8.851
H  4.054  2.963  -7.359
H  5.766  3.406  -7.572
O  7.143  1.463  -17.457
P  7.994  1.782  -16.294
N  9.200  0.639  -16.133
C  9.348  -0.347  -17.190
C  9.878  0.358  -14.874
N  7.233  1.788  -14.842
C  6.418  2.962  -14.506
C  6.623  0.519  -14.519
N  8.721  3.277  -16.417
C  9.228  3.536  -17.745
C  9.596  3.723  -15.354
H  8.490  -1.020  -17.275
H  10.273  -0.907  -17.056
H  9.417  0.167  -18.151
H  9.831  -0.708  -14.620
H  9.466  0.962  -14.071
H  10.950  0.574  -14.964
H  7.062  3.816  -14.712
H  5.461  2.976  -15.026
H  6.293  3.030  -13.421
H  6.222  0.565  -13.498
H  5.838  0.256  -15.229
H  7.356  -0.270  -14.328
H  8.482  3.323  -18.508
H  9.537  4.577  -17.866
H  10.116  2.935  -18.010
H  10.016  4.692  -15.611
H  10.473  3.064  -15.210
H  9.087  3.665  -14.391
C  8.731  7.958  -10.451
S  8.606  6.843  -11.841
O  8.299  7.613  -13.067
C  10.380  6.529  -11.971
H  9.290  8.852  -10.734
H  9.343  7.486  -9.671
H  7.799  8.210  -9.950
H  10.682  5.767  -11.254
H  10.927  7.436  -11.703
H  10.555  6.353  -13.028
C  9.083  1.477  -10.730
S  7.396  1.888  -10.307
O  7.248  1.627  -8.849
C  7.576  3.670  -10.373
H  9.620  1.589  -9.780
H  9.622  2.208  -11.338
H  9.238  0.466  -11.094
H  8.361  3.899  -9.647
H  6.660  4.141  -10.015
H  7.778  4.091  -11.356
C  12.314  3.030  -9.123
S  12.907  4.702  -9.451
O  12.062  5.701  -8.750
C  14.365  4.551  -8.431
H  13.159  2.346  -9.066
H  11.629  2.772  -9.928
H  11.769  2.956  -8.181
H  14.123  4.033  -7.494
H  14.790  5.495  -8.101
H  15.118  3.888  -8.864

Löwdin population analysis, charges in e, atoms 1 to 99: O -0.27; P 0.46; N -0.31; C -0.11; C -0.10; N -0.30; C -0.10; C -0.10; N -0.28; C -0.09; C -0.13; H 0.08; H 0.08; H 0.08; H 0.06; H 0.08; H 0.07; H 0.07; H 0.09; H 0.06; H 0.08; H 0.08; H 0.08; H 0.07; H 0.06; H 0.08; H 0.07; H 0.08; H 0.09; O -0.27; P 0.48; N -0.30; C -0.12; C -0.12; N -0.31; C -0.10; C -0.11; N -0.30; C -0.11; C -0.10; H 0.08; H 0.08; H 0.08; H 0.08; H 0.07; H 0.09; H 0.08; H 0.08; H 0.07; H 0.09; H 0.06; H 0.06; H 0.07; H 0.08; H 0.08; H 0.07; H 0.08; H 0.06; O -0.27; P 0.48; N -0.29; C -0.11; C -0.13; N -0.31; C -0.08; C -0.11; N -0.30; C -0.13; C -0.12; H 0.08; H 0.08; H 0.07; H 0.06; H 0.06; H 0.08; H 0.06; H 0.09; H 0.07; H 0.08; H 0.09; H 0.07; H 0.08; H 0.08; H 0.08; H 0.09; H 0.08; H 0.06; C -0.26; S 0.78; O -0.55; C -0.24; H 0.06; H 0.06; H 0.04; H 0.02; H 0.06; H 0.05; C -0.27; S 0.80